Record 1
152
Properties=species:S:1:pos:R:3:lowdin_charge:R:1 method="wB97M-V/def2-TZVPD" mol_weight_g_mol=1155.9 spin_multiplicity=2 lumo_energy_ev=-0.24 homo_lumo_gap_ev=7.99 largest_force_ev_per_a=5.40
O 0.022 -0.108 -0.473 -0.24
V -0.747 0.439 0.838 1.06
C 1.794 1.933 1.409 -0.44
O 0.813 2.177 0.482 -0.19
O 1.053 1.067 2.202 -0.23
C 3.172 1.430 0.822 -0.43
F 3.765 2.614 0.355 0.07
F 4.050 0.866 1.647 0.16
F 3.071 0.581 -0.278 0.10
C 0.814 3.543 -0.107 -0.17
C -0.245 3.507 -1.199 -0.07
H -0.257 4.413 -1.805 0.09
H 0.121 2.685 -1.813 0.08
H -1.296 3.275 -1.026 0.05
H 1.678 3.921 -0.655 0.12
H 0.519 4.315 0.604 0.10
H 1.982 2.809 2.030 0.15
C -3.246 -0.693 -1.097 -0.34
O -2.075 -1.086 -1.888 -0.13
O -2.737 -0.397 0.184 -0.26
C -4.076 0.457 -1.860 -0.50
F -5.098 0.865 -1.037 0.10
F -3.251 1.423 -2.132 0.18
F -4.671 -0.062 -3.029 0.08
C -1.655 -2.480 -1.793 -0.24
C -0.558 -2.869 -2.800 -0.06
H -0.001 -3.642 -2.270 0.06
H -1.001 -3.264 -3.715 0.07
H 0.139 -2.056 -3.000 0.07
H -2.467 -3.201 -1.702 0.12
H -1.118 -2.636 -0.857 0.07
H -3.950 -1.524 -1.054 0.14
C 1.523 2.105 5.592 0.05
N 0.744 2.465 6.804 -0.42
O -0.269 3.175 6.707 0.02
O 1.125 2.056 7.891 0.07
H 0.769 1.884 4.836 0.05
H 2.184 1.248 5.722 0.10
H 2.083 3.016 5.380 0.11
C -4.605 -2.272 3.281 -0.02
C -5.914 -1.619 3.223 -0.36
C -6.176 -0.465 2.272 -0.09
O -7.291 -0.927 1.535 0.07
C -7.850 -1.989 2.231 -0.51
O -8.939 -2.523 2.018 0.12
O -7.016 -2.450 3.129 0.13
H -3.747 -1.679 2.966 0.08
H -4.492 -2.988 2.466 0.08
H -4.335 -2.834 4.175 0.09
H -6.052 -1.213 4.225 0.15
H -5.397 -0.545 1.513 0.12
H -6.183 0.547 2.677 0.12
C -1.515 0.091 -5.217 0.01
C -0.129 0.790 -5.075 -0.31
C 0.865 0.830 -6.243 -0.13
O 1.236 2.133 -6.338 0.06
C 0.470 2.932 -5.579 -0.44
O 0.449 4.186 -5.615 0.09
O -0.231 2.131 -4.654 0.05
H -1.976 0.360 -6.168 0.08
H -2.122 0.174 -4.315 0.06
H -1.449 -0.987 -5.364 0.07
H 0.551 0.378 -4.329 0.14
H 0.305 0.735 -7.173 0.14
H 1.699 0.132 -6.167 0.11
O -0.585 -1.614 1.782 -0.30
P -0.153 -2.878 2.458 0.68
N -0.121 -2.620 4.158 -0.31
C -1.345 -2.564 4.831 -0.15
C 0.811 -1.655 4.681 -0.10
N 1.472 -3.257 2.120 -0.26
C 2.315 -4.269 2.875 -0.11
C 2.005 -3.065 0.793 -0.11
N -0.977 -4.336 2.255 -0.30
C -2.223 -4.422 1.500 -0.09
C -0.630 -5.557 2.843 -0.14
H -2.017 -3.350 4.487 0.07
H -1.838 -1.648 4.505 0.06
H -1.341 -2.556 5.921 0.10
H 0.740 -0.707 4.148 0.06
H 1.786 -2.144 4.678 0.08
H 0.452 -1.354 5.664 0.08
H 3.284 -3.920 3.232 0.07
H 1.963 -4.580 3.858 0.07
H 2.750 -5.046 2.247 0.08
H 3.082 -3.185 0.667 0.09
H 1.545 -3.781 0.112 0.08
H 1.689 -2.058 0.525 0.07
H -2.261 -5.170 0.708 0.09
H -3.033 -4.692 2.178 0.07
H -2.348 -3.394 1.160 0.06
H -1.411 -6.316 2.801 0.09
H -0.185 -5.384 3.823 0.08
H 0.174 -6.112 2.359 0.08
O 3.773 -1.023 -6.235 -0.30
P 5.013 -0.946 -5.407 0.68
N 6.499 -1.231 -6.299 -0.32
C 7.770 -0.562 -6.014 -0.13
C 6.440 -2.498 -7.179 -0.08
N 5.326 -2.277 -4.302 -0.32
C 4.171 -3.091 -3.876 -0.11
C 6.513 -2.414 -3.480 -0.12
N 5.281 0.552 -4.494 -0.30
C 5.422 1.781 -5.347 -0.06
C 4.546 0.484 -3.308 -0.18
H 7.773 0.317 -6.659 0.07
H 8.586 -1.224 -6.304 0.08
H 7.716 -0.371 -4.942 0.05
H 7.114 -2.365 -8.024 0.07
H 5.447 -2.763 -7.542 0.06
H 6.710 -3.366 -6.578 0.06
H 3.863 -3.859 -4.585 0.07
H 4.479 -3.584 -2.953 0.07
H 3.334 -2.406 -3.743 0.06
H 7.338 -1.829 -3.887 0.05
H 6.423 -2.000 -2.476 0.08
H 6.896 -3.421 -3.640 0.09
H 6.056 1.508 -6.190 0.05
H 4.429 2.130 -5.631 0.08
H 6.050 2.512 -4.839 0.08
H 4.902 -0.345 -2.696 0.07
H 3.462 0.489 -3.419 0.08
H 4.744 1.377 -2.715 0.09
O -1.796 2.268 1.184 -0.32
P -2.492 3.183 2.138 0.68
N -1.610 4.629 2.489 -0.27
C -2.037 6.012 2.035 -0.07
C -0.508 4.593 3.430 -0.12
N -2.825 2.522 3.662 -0.27
C -3.452 3.311 4.691 -0.12
C -2.048 1.310 4.221 -0.04
N -4.050 3.683 1.619 -0.28
C -4.104 4.190 0.240 -0.10
C -5.150 2.759 1.839 -0.13
H -1.560 6.677 2.754 0.08
H -3.110 6.157 2.165 0.07
H -1.742 6.265 1.017 0.07
H -0.047 3.605 3.449 0.06
H -0.751 4.694 4.488 0.06
H 0.179 5.419 3.251 0.09
H -4.286 2.748 5.109 0.09
H -2.655 3.557 5.394 0.07
H -3.950 4.222 4.360 0.08
H -1.826 0.636 3.394 0.05
H -1.187 1.421 4.880 0.05
H -2.735 0.726 4.833 0.08
H -3.130 4.631 0.028 0.06
H -4.229 3.337 -0.427 0.07
H -4.979 4.818 0.071 0.10
H -5.918 2.811 1.068 0.10
H -5.710 2.972 2.750 0.08
H -4.827 1.719 1.877 0.06

---

Record 2
61
Properties=species:S:1:pos:R:3:lowdin_charge:R:1 method="wB97M-V/def2-TZVPD" mol_weight_g_mol=518.5 spin_multiplicity=2 lumo_energy_ev="-10.61 / -10.50" homo_lumo_gap_ev="6.82 / 6.94" relative_energy_ev=0.000 total_charge=+3 largest_force_ev_per_a=5.72
Ce 0.256 -0.108 0.024 0.82
P 0.224 -2.846 0.315 0.77
P 2.364 -0.179 1.975 0.74
P -2.574 0.200 0.710 0.76
H 2.095 4.676 1.227 0.06
C 0.999 4.680 1.256 -0.07
C 0.318 4.371 2.374 -0.08
H 0.831 4.082 3.298 0.06
C 0.968 -2.533 -1.345 -0.25
C 1.409 -4.013 1.056 -0.21
C -1.163 -3.963 -0.044 -0.20
C 2.695 1.371 2.882 -0.21
C 2.605 -1.400 3.310 -0.22
C 3.923 -0.373 1.023 -0.24
C -3.074 1.824 1.401 -0.21
C -3.779 -0.881 1.552 -0.22
C -3.312 0.293 -0.970 -0.24
H 0.484 4.972 0.333 0.05
H -0.775 4.431 2.416 0.05
H 1.396 -3.509 -1.613 0.11
H 1.826 -1.822 -1.332 0.06
H 0.226 -2.269 -2.116 0.09
H 1.466 -4.909 0.419 0.08
H 1.055 -4.310 2.054 0.08
H 2.410 -3.574 1.155 0.06
H -0.775 -4.926 -0.408 0.08
H -1.834 -3.528 -0.797 0.07
H -1.735 -4.134 0.880 0.07
H 3.777 1.560 2.900 0.08
H 2.329 1.267 3.911 0.07
H 2.188 2.225 2.412 0.01
H 3.678 -1.607 3.432 0.08
H 2.079 -2.335 3.085 0.02
H 2.204 -0.986 4.244 0.07
H 4.762 -0.414 1.730 0.08
H 4.054 0.482 0.345 0.07
H 3.898 -1.296 0.426 0.05
H -3.902 2.244 0.813 0.08
H -2.226 2.524 1.381 0.03
H -3.401 1.693 2.441 0.07
H -4.752 -0.833 1.041 0.08
H -3.900 -0.559 2.595 0.07
H -3.417 -1.917 1.543 0.04
H -4.399 0.405 -0.854 0.08
H -3.102 -0.630 -1.529 0.06
H -2.908 1.144 -1.536 0.05
C 0.029 1.073 -3.261 -0.27
C 0.497 0.422 -4.407 0.00
C 0.018 0.890 -5.639 -0.02
C -0.875 1.966 -5.694 -0.03
C -1.282 2.615 -4.524 -0.02
C -0.803 2.179 -3.286 -0.02
O 0.295 0.585 -1.971 -0.25
H 0.760 -0.404 -1.928 0.09
H 1.197 -0.413 -4.332 0.13
H 0.344 0.410 -6.564 0.13
H -1.257 2.311 -6.658 0.13
H -1.970 3.459 -4.557 0.13
H -1.081 2.650 -2.338 0.13
O -0.840 -1.348 3.406 0.15
C -0.520 -0.985 2.340 -0.24

---

Record 3
50
Properties=species:S:1:pos:R:3:nbo_charge:R:1 method="wB97M-V/def2-TZVPD" mol_weight_g_mol=672.0 spin_multiplicity=1 lumo_energy_ev="-4.88 / -4.94" homo_lumo_gap_ev="4.96 / 4.89" relative_energy_ev=2.976 total_charge=+1 largest_force_ev_per_a=1.27
Pd 0.593 -1.065 0.755 0.50
S 2.203 -2.103 2.466 -0.84
Sb 3.020 -3.357 0.679 1.01
S 4.227 0.106 -0.406 0.09
S 1.496 -2.643 -0.941 -0.86
S 4.957 -1.435 0.401 0.00
C -3.599 0.127 0.108 -0.54
C -3.089 0.522 1.491 -0.53
S -1.314 0.238 1.842 0.23
C -1.368 -1.013 3.153 -0.53
C -1.914 -2.347 2.691 -0.56
S -0.799 -3.154 1.482 0.33
C -1.872 -3.481 0.049 -0.54
C -2.342 -2.260 -0.731 -0.55
S -3.933 -1.635 -0.118 0.21
H -2.923 0.461 -0.681 0.20
H -4.562 0.611 -0.058 0.25
H -3.651 0.007 2.270 0.24
H -3.218 1.596 1.633 0.24
H -1.940 -0.623 3.996 0.24
H -0.330 -1.107 3.461 0.26
H -2.888 -2.246 2.220 0.25
H -2.010 -3.014 3.549 0.25
H -2.711 -4.087 0.393 0.24
H -1.236 -4.100 -0.584 0.26
H -2.472 -2.514 -1.783 0.23
H -1.600 -1.474 -0.651 0.22
C 1.276 2.428 -3.301 -0.42
N 0.424 1.343 -2.735 -0.34
C 1.090 0.015 -2.875 -0.43
C -0.014 1.630 -1.303 -0.25
C 1.110 1.763 -0.314 -0.11
C 1.684 3.031 -0.172 -0.19
C 2.694 3.282 0.747 -0.24
C 3.137 2.251 1.549 -0.15
C 2.567 0.975 1.435 -0.32
C 1.536 0.713 0.516 -0.09
H 1.554 2.161 -4.317 0.24
H 2.167 2.518 -2.688 0.24
H 0.724 3.366 -3.300 0.23
H -0.432 1.308 -3.285 0.42
H 2.079 0.059 -2.424 0.25
H 1.164 -0.237 -3.931 0.23
H 0.512 -0.731 -2.351 0.25
H -0.669 0.815 -1.010 0.23
H -0.584 2.558 -1.357 0.22
H 1.319 3.851 -0.784 0.21
H 3.117 4.274 0.837 0.23
H 3.915 2.425 2.283 0.23
H 2.906 0.189 2.097 0.27

---

Record 4
38
Properties=species:S:1:pos:R:3:nbo_charge:R:1 method="wB97M-V/def2-TZVPD" mol_weight_g_mol=476.1 spin_multiplicity=1 lumo_energy_ev=0.23 homo_lumo_gap_ev=8.23 largest_force_ev_per_a=5.17
H 0.714 3.258 1.143 0.25
N 0.297 1.740 -0.243 -0.38
B -0.087 0.291 -2.329 0.54
N 0.292 1.643 -1.632 -0.31
C 0.647 2.817 -2.135 0.03
Pb -0.232 -0.095 0.881 1.68
H 0.702 2.934 -3.191 0.23
C 0.888 3.711 -1.071 -0.34
H 1.188 4.727 -1.147 0.24
C 0.652 2.987 0.111 0.03
H -0.030 0.418 -3.483 -0.02
C -0.806 -1.867 2.022 -1.01
H -0.746 -1.597 3.062 0.24
H -0.073 -2.572 1.711 0.20
H -1.794 -2.070 1.676 0.20
N -1.548 -0.109 -1.919 -0.31
N 0.904 -0.828 -1.873 -0.31
N -1.871 -0.308 -0.583 -0.39
N 1.013 -1.146 -0.503 -0.41
C -2.645 -0.295 -2.643 0.03
C 1.754 -1.582 -2.557 0.04
H -2.592 -0.182 -3.700 0.23
H 1.810 -1.472 -3.615 0.23
C -3.706 -0.620 -1.779 -0.34
C 2.443 -2.423 -1.660 -0.34
C -3.170 -0.616 -0.477 0.02
C 1.944 -2.115 -0.377 0.04
H -4.712 -0.828 -2.052 0.24
H 3.187 -3.143 -1.898 0.24
H -3.612 -0.804 0.478 0.24
H 2.181 -2.500 0.591 0.24
H -1.260 0.827 2.047 -0.25
B 1.420 0.306 5.006 -0.63
C 1.456 0.238 3.507 0.46
N 1.344 0.183 2.389 -0.68
H 2.441 -0.076 5.536 0.02
H 0.413 -0.291 5.383 0.03
H 1.194 1.459 5.324 0.03

---

Record 5
39
Properties=species:S:1:pos:R:3:nbo_charge:R:1 method="wB97M-V/def2-TZVPD" mol_weight_g_mol=380.4 spin_multiplicity=2 lumo_energy_ev="-7.67 / -8.68" homo_lumo_gap_ev="8.84 / 7.81" relative_energy_ev=0.000 total_charge=+2 largest_force_ev_per_a=7.62
C -3.307 -0.539 0.072 -0.54
H -4.345 -0.848 0.252 0.27
H -3.050 -0.887 -0.951 0.27
H -4.289 1.366 -0.116 0.20
C -2.370 -1.160 1.124 -0.36
H -1.321 -1.017 0.795 0.13
H -2.496 -0.615 2.071 0.23
C -2.629 -2.653 1.316 -0.61
H -2.260 -3.000 2.290 0.24
H -3.707 -2.863 1.260 0.24
H -2.114 -3.232 0.535 0.22
C 2.217 1.446 -0.063 -0.18
C 2.227 0.151 0.541 -0.16
C 1.424 -0.715 -0.253 -0.14
C 0.903 0.037 -1.335 -0.16
C 1.393 1.370 -1.229 -0.15
C 0.834 2.527 -1.978 -0.66
C 0.055 -0.516 -2.425 -0.64
C 1.225 -2.177 -0.054 -0.65
C 2.727 -0.164 1.899 -0.65
C 2.543 2.706 0.659 -0.70
Yb 0.182 1.031 0.577 2.07
H -0.228 0.251 -3.157 0.25
H 0.603 -1.308 -2.964 0.27
H -0.872 -0.984 -2.054 0.22
H 0.543 2.223 -2.989 0.27
H -0.074 2.974 -1.509 0.23
H 1.579 3.331 -2.056 0.28
H 2.423 2.631 1.758 0.24
H 3.601 2.955 0.482 0.31
H 1.952 3.570 0.304 0.25
H 2.848 -1.246 2.024 0.27
H 3.707 0.315 2.032 0.28
H 2.081 0.186 2.737 0.22
H 0.168 -2.480 0.078 0.23
H 1.590 -2.724 -0.941 0.27
H 1.786 -2.549 0.815 0.25
O -2.258 1.642 0.341 -0.65
C -3.288 0.966 0.114 0.55

---

Record 6
23
Properties=species:S:1:pos:R:3:nbo_charge:R:1 method="wB97M-V/def2-TZVPD" mol_weight_g_mol=102.2 spin_multiplicity=1 lumo_energy_ev=-3.69 smiles=CCCCCC[NH3+] homo_lumo_gap_ev=10.65 relative_energy_ev=0.946 total_charge=+1 largest_force_ev_per_a=2.32
C 0.031 -2.908 -0.951 -0.62
C 1.123 -1.872 -0.638 -0.40
C 0.504 -0.615 -0.030 -0.38
C -0.720 -0.001 -0.735 -0.42
C -1.211 1.298 -0.067 -0.43
C -0.580 1.728 1.253 -0.22
N 0.738 2.475 1.111 -0.68
H -0.883 -2.597 -1.451 0.21
H 0.467 -3.776 -1.440 0.23
H -0.363 -3.318 -0.013 0.20
H 1.554 -1.666 -1.621 0.20
H 1.826 -2.359 0.014 0.22
H 0.153 -0.960 0.957 0.19
H 1.233 0.169 0.223 0.15
H -0.462 0.107 -1.793 0.22
H -1.526 -0.733 -0.700 0.23
H -1.109 2.113 -0.795 0.22
H -2.280 1.320 0.155 0.25
H -0.461 0.935 1.979 0.25
H -1.261 2.476 1.632 0.23
H 1.057 2.403 0.150 0.44
H 0.565 3.476 1.138 0.44
H 1.604 2.304 1.622 0.46